(1)
C44H49AsCsN7STe | ωB97M-V/def2-TZVPD

The geometry in XYZ format:
```
104
Properties=species:S:1:pos:R:3:forces:R:3:lowdin_charge:R:1
Cs 1.1089 0.5385 0.8710 0.1 0.5 0.2 0.937
N 5.2026 3.3888 0.1825 0.0 0.1 0.0 0.100
C 6.0331 2.2957 0.2281 0.0 0.0 0.0 -0.082
C 5.2159 1.2342 0.4736 0.0 0.1 -0.1 -0.135
N 3.9161 1.6513 0.5740 -0.1 0.1 0.1 0.038
C 3.9267 2.9496 0.3988 0.2 0.1 0.0 -0.292
C 2.7906 3.8724 0.4440 -0.1 0.2 0.0 -0.313
N 1.5208 3.5870 0.2876 0.1 -0.2 -0.2 0.049
C 0.8378 4.7699 0.3946 0.0 0.0 0.0 -0.120
C 1.7079 5.7927 0.6168 0.0 0.0 0.0 -0.078
N 2.9536 5.2157 0.6355 0.2 0.0 0.1 0.100
H 5.4836 4.3209 -0.0657 0.0 0.0 0.0 0.148
H 7.0950 2.3744 0.0793 0.0 0.0 0.0 0.109
H 5.4862 0.1969 0.5788 0.0 0.0 0.0 0.104
H -0.2358 4.8108 0.3121 0.0 0.0 0.0 0.089
H 1.5634 6.8469 0.7712 0.0 0.0 0.0 0.111
H 3.8006 5.6846 0.9043 0.0 0.0 0.0 0.149
Te -2.7038 1.0198 0.8295 0.0 0.0 0.2 1.349
C -4.4936 0.4200 -0.1100 0.1 0.0 -0.1 -0.535
C -5.7267 0.6035 0.5052 0.0 0.0 0.0 -0.137
C -6.8830 0.1650 -0.1245 0.0 0.0 0.0 -0.087
C -6.8079 -0.4716 -1.3569 0.0 0.0 0.0 -0.086
C -5.5758 -0.6682 -1.9632 0.0 0.0 0.0 -0.082
C -4.4160 -0.2203 -1.3432 0.0 0.0 0.0 -0.141
C -2.9055 3.1080 0.5678 0.0 0.0 0.0 -0.539
C -3.0087 3.9399 1.6783 0.0 0.0 0.0 -0.148
C -3.0725 5.3188 1.5156 0.0 0.0 0.0 -0.091
C -3.0462 5.8708 0.2432 0.0 0.0 0.0 -0.098
C -2.9452 5.0434 -0.8687 0.0 0.0 0.0 -0.093
C -2.8643 3.6675 -0.7074 0.0 0.0 0.0 -0.139
H -5.7839 1.0856 1.4728 0.0 0.0 0.0 0.095
H -7.8432 0.3116 0.3533 0.0 0.0 0.0 0.102
H -7.7113 -0.8198 -1.8409 0.0 0.0 0.0 0.102
H -5.5114 -1.1718 -2.9196 0.0 0.0 0.0 0.103
H -3.4529 -0.3827 -1.8123 0.0 0.0 0.0 0.086
H -3.0338 3.5127 2.6725 0.0 0.0 0.0 0.086
H -3.1472 5.9594 2.3851 0.0 0.0 0.0 0.104
H -3.1042 6.9443 0.1159 0.0 0.0 0.0 0.102
H -2.9192 5.4706 -1.8631 0.0 0.0 0.0 0.104
H -2.7667 3.0265 -1.5749 0.0 0.0 0.0 0.098
C 3.9448 1.7781 -3.5337 0.0 0.0 0.0 -0.043
C 3.2326 0.6118 -2.9022 0.1 0.0 0.0 -0.271
C 3.9354 -0.4237 -2.3065 0.0 0.0 0.1 -0.034
C 3.2903 -1.4748 -1.6591 -0.1 -0.1 0.0 -0.304
C 4.1427 -2.5286 -0.9893 0.0 0.0 -0.1 -0.085
C 1.8873 -1.5258 -1.6327 -0.1 -0.1 0.1 -0.346
As 1.0608 -3.0542 -0.6152 -0.1 0.0 -0.1 1.292
N 0.2230 -2.0751 0.6764 0.0 -0.2 0.0 -0.437
C 0.3069 -2.4501 1.9760 0.0 -0.1 0.0 -0.513
C 0.9913 -3.5954 2.4867 0.0 0.1 0.0 -0.087
C 0.9846 -3.9262 3.8259 0.0 0.0 0.0 -0.119
C 0.3015 -3.1549 4.7664 0.0 0.0 0.0 -0.153
C -0.3605 -2.0262 4.3068 0.0 0.0 0.0 -0.153
C -0.3433 -1.6541 2.9705 -0.1 -0.2 0.0 -0.124
C -0.4219 -3.4584 -1.8709 0.1 -0.1 -0.1 -0.299
C -1.7802 -3.4982 -1.5175 0.0 0.1 0.1 -0.267
C -2.2961 -3.2682 -0.1149 0.0 0.0 -0.1 -0.058
C -2.7314 -3.7668 -2.4996 0.0 0.0 0.0 -0.029
C -2.3905 -4.0274 -3.8174 0.0 0.0 0.0 -0.277
C -3.4397 -4.3072 -4.8615 0.0 0.0 0.0 -0.056
C -1.0420 -4.0541 -4.1385 0.0 0.0 0.0 -0.030
C -0.0604 -3.7869 -3.1900 0.0 0.0 0.0 -0.293
C 1.3807 -3.8545 -3.6430 -0.1 0.0 0.1 -0.067
C 1.1656 -0.4910 -2.2557 0.0 -0.1 0.1 -0.345
C -0.3436 -0.4613 -2.2826 0.0 0.1 -0.2 -0.077
C 1.8465 0.5604 -2.8656 -0.1 -0.1 0.0 -0.027
H 5.0240 1.6252 -3.5341 0.0 0.0 0.0 0.073
H 3.7322 2.6996 -2.9858 0.0 0.0 0.0 0.074
H 3.6199 1.9292 -4.5644 0.0 0.0 0.0 0.080
H 5.0208 -0.3997 -2.3174 0.0 0.0 0.0 0.111
H 5.1964 -2.2499 -1.0355 0.0 0.0 0.0 0.070
H 4.0263 -3.5013 -1.4705 0.0 0.0 0.0 0.068
H 3.8657 -2.6629 0.0572 0.0 0.0 0.0 0.063
H 1.5120 -4.2403 1.7898 0.0 0.0 0.0 0.053
H 1.5087 -4.8204 4.1459 0.0 0.0 0.0 0.095
H 0.2622 -3.4465 5.8082 0.0 0.0 0.0 0.086
H -0.9430 -1.4316 5.0052 0.0 0.0 0.0 0.086
H -0.9174 -0.7794 2.6737 0.0 -0.1 -0.1 0.016
H -1.7657 -3.8801 0.6150 0.0 0.0 0.0 0.078
H -3.3583 -3.5123 -0.0677 0.0 0.0 0.0 0.075
H -2.1540 -2.2343 0.2005 0.0 0.0 0.0 0.042
H -3.7792 -3.7816 -2.2137 0.0 0.0 0.0 0.108
H -4.4425 -4.2347 -4.4407 0.0 0.0 0.0 0.069
H -3.3205 -5.3094 -5.2774 0.0 0.0 0.0 0.078
H -3.3672 -3.5996 -5.6897 0.0 0.0 0.0 0.077
H -0.7375 -4.2962 -5.1527 0.0 0.0 0.0 0.116
H 1.4695 -4.4963 -4.5198 0.0 0.0 0.0 0.076
H 2.0262 -4.2599 -2.8609 0.0 0.0 0.0 0.049
H 1.7659 -2.8679 -3.9069 0.0 0.0 0.0 0.079
H -0.7945 -0.7807 -1.3426 0.1 -0.1 0.0 0.023
H -0.7000 -1.1252 -3.0734 -0.1 0.0 0.1 0.087
H -0.6982 0.5485 -2.5035 0.0 0.0 0.0 0.075
H 1.2624 1.3566 -3.3178 0.1 0.0 0.0 0.121
C 1.9370 -0.1440 6.5376 0.0 0.0 0.0 -0.064
N 2.1575 0.8124 5.4702 0.0 0.1 0.0 -0.048
C 1.2055 1.5518 4.8840 0.1 -0.1 0.0 -0.940
N -0.0516 1.3919 5.3538 0.0 0.1 0.0 0.112
S 1.5674 2.6417 3.6520 -0.1 0.1 0.1 0.520
H 2.8984 -0.5528 6.8359 0.0 0.0 0.0 0.091
H 1.3121 -0.9747 6.2027 0.0 0.0 0.0 0.061
H 1.4844 0.3389 7.4067 0.0 0.0 0.0 0.090
H 3.0808 0.9402 5.0948 0.0 0.0 0.0 0.115
H -0.2950 0.5645 5.8718 0.0 0.0 0.0 0.076
H -0.7790 1.8302 4.8159 0.0 0.0 0.0 0.089
```
Positions in Å, forces in eV/Å.

- Orbital gap: 5.804 eV

=====

(2)
C2H2BrClO | ωB97M-V/def2-TZVPD

The geometry in XYZ format:
```
7
Properties=species:S:1:pos:R:3:forces:R:3:lowdin_charge:R:1
Cl -2.6607 0.1690 0.2421 1.5 0.2 -0.4 0.537
C -0.9879 0.4097 -0.3085 2.9 -5.0 5.6 -0.449
C 0.1638 -0.3137 0.2705 -6.2 2.4 0.3 -0.340
O 1.2337 -0.3453 -0.4357 1.8 -0.2 -2.8 -0.637
Br 2.9420 -0.0173 0.1282 0.1 0.2 0.7 0.773
H -0.8334 1.0118 -1.0913 0.3 2.1 -2.9 0.002
H 0.1425 -0.9142 1.1948 -0.3 0.4 -0.4 0.115
```
Positions in Å, forces in eV/Å.

- SMILES string: Cl/C=C/OBr
- Orbital gap: 7.672 eV

=====

Record-wise relative energy (zero: lowest compared OMol25 entry of this formula, charge and spin) values, in kJ/mol: 0.0, 294.5